{"formula": "C27H49BN6OPTa", "method": "ωB97M-V with the def2-TZVPD basis set", "species": ["Ta", "P", "O", "N", "N", "N", "N", "N", "N", "C", "C", "C", "C", "C", "C", "C", "C", "C", "C", "C", "C", "C", "C", "C", "C", "C", "C", "C", "C", "C", "C", "C", "C", "C", "C", "C", "B", "H", "H", "H", "H", "H", "H", "H", "H", "H", "H", "H", "H", "H", "H", "H", "H", "H", "H", "H", "H", "H", "H", "H", "H", "H", "H", "H", "H", "H", "H", "H", "H", "H", "H", "H", "H", "H", "H", "H", "H", "H", "H", "H", "H", "H", "H", "H", "H", "H"], "coordinates": [[-0.54988, -0.10959, 0.30914], [-2.97554, 2.20626, 1.37681], [-2.00091, 0.98773, 1.00648], [1.95479, -0.71504, -1.10250], [1.73918, 1.61702, -0.26589], [-0.64055, 0.09412, -1.76892], [1.05334, -1.34700, -0.24534], [1.05830, 1.14632, 0.83977], [0.40427, 0.81818, -2.30548], [2.69782, -2.78121, -0.77491], [0.47270, 2.58492, 4.02744], [-3.52988, -1.20500, -3.87679], [1.52965, -2.62140, -0.05158], [0.16719, 1.02032, -3.61622], [-1.04929, 0.38236, -3.93662], [2.94403, -1.57009, -1.42932], [2.64064, 2.53339, 0.13681], [0.56707, -4.90200, -0.05414], [-1.51565, -0.20616, -2.78028], [2.55307, 2.63261, 1.53627], [-3.55627, -0.76301, -1.43980], [-0.41184, -3.19195, 1.48590], [0.36616, 0.13559, 3.45590], [3.52754, 3.30014, -0.73925], [-4.55643, 2.03384, 0.52235], [0.88442, -3.67069, 0.81530], [1.02018, 1.77516, -4.53381], [1.89319, -4.08327, 1.90509], [1.57367, 1.74952, 1.95239], [-2.06519, -2.56828, -2.37379], [2.53637, 1.13632, 4.12723], [-2.09568, 3.69226, 0.81173], [4.08261, -1.26362, -2.30618], [1.21864, 1.40850, 3.37781], [-2.66267, -1.17106, -2.61392], [-3.31980, 2.22843, 3.15278], [1.77123, 0.74921, -1.55828], [0.16373, -5.69673, 0.56722], [3.17489, 3.24419, 2.15981], [0.91603, -0.70541, 3.02236], [-1.49412, 0.33985, -4.91207], [3.31346, -3.65679, -0.84723], [-3.03996, -0.83697, -0.46057], [-1.51068, -2.90861, -3.24462], [2.65093, 1.08052, -2.25407], [2.32090, 0.80810, 5.14049], [-0.15705, -4.67084, -0.83047], [-0.22384, -2.36717, 2.18917], [-2.52551, 1.82505, 3.77469], [3.10539, 0.35272, 3.63101], [-0.81429, -4.00871, 2.09167], [-0.43286, 2.82942, 3.47245], [0.19827, -0.10140, 4.50626], [3.75850, -0.96637, -3.30273], [1.47589, -4.87904, 2.51578], [-1.19328, -2.96525, 0.74085], [-4.42184, -1.42256, -1.39765], [-5.24014, 2.73970, 0.99158], [-4.23573, 1.67065, 3.34700], [-2.97742, -1.58457, -4.73067], [1.61055, 1.09161, -5.15141], [4.72237, -2.13752, -2.40198], [-4.97036, 1.03543, 0.64661], [0.20354, 2.32928, 5.05020], [-0.63094, 0.27316, 3.00599], [-2.86879, -3.28192, -2.20697], [2.80773, -4.46849, 1.46274], [3.69485, 4.29072, -0.31639], [-3.91380, 0.24898, -1.60130], [3.15070, 2.02712, 4.20602], [-1.99297, 3.70764, -0.27263], [0.40198, 2.33788, -5.23464], [1.69794, 2.44915, -4.02048], [4.50889, 2.82176, -0.79660], [-2.68300, 4.56279, 1.10218], [-3.50504, 3.26172, 3.44837], [-1.39217, -2.58341, -1.50646], [1.46439, -5.29013, -0.52744], [2.15394, -3.25063, 2.55349], [-3.92022, -0.22005, -4.11608], [4.67994, -0.44714, -1.90114], [1.09700, 3.47216, 4.06925], [3.13612, 3.39232, -1.74741], [-1.11110, 3.78075, 1.27033], [-4.37380, -1.87161, -3.71758], [-4.50549, 2.28580, -0.53314]], "forces_ev_per_a": [[2.240, 0.725, -1.295], [-0.886, 1.256, 0.272], [1.005, -1.328, -0.390], [0.074, 0.179, -0.184], [0.519, 0.275, -0.553], [-0.221, 0.347, 2.327], [-0.300, -0.057, 0.275], [-2.007, -0.966, -0.712], [0.683, 0.380, -0.463], [-0.555, 0.398, 0.154], [0.136, -0.153, -0.078], [0.105, 0.052, 0.074], [0.433, -0.658, 0.017], [-0.583, -0.360, 0.619], [-0.012, -0.220, 0.803], [-0.455, -0.440, 0.532], [-0.699, -0.259, 0.575], [0.023, 0.094, 0.017], [-0.690, -0.154, -1.071], [-0.571, -0.559, -0.117], [0.275, -0.040, -0.465], [0.496, 0.220, -0.390], [0.502, 0.269, -0.257], [0.345, 0.089, -0.398], [0.505, 0.019, 0.105], [-0.106, -0.023, 0.052], [0.446, 0.191, -0.241], [-0.045, 0.053, -0.061], [0.542, 0.601, 0.624], [-0.114, 0.149, -0.076], [-0.140, -0.061, -0.029], [-0.252, -0.455, 0.223], [0.243, 0.206, -0.230], [-0.188, -0.007, 0.006], [-0.079, -0.104, 0.163], [0.017, -0.133, -0.419], [-0.146, -0.051, 0.149], [-0.074, -0.058, 0.091], [0.100, 0.143, 0.140], [-0.070, -0.114, -0.035], [-0.114, -0.026, -0.144], [0.050, -0.171, 0.048], [0.045, -0.027, 0.126], [0.159, -0.013, -0.031], [0.204, 0.147, -0.219], [-0.054, -0.023, 0.118], [-0.111, 0.017, -0.140], [-0.034, 0.192, 0.109], [0.173, 0.012, -0.090], [0.119, -0.051, -0.005], [-0.243, 0.208, 0.054], [-0.120, 0.070, -0.011], [-0.225, -0.174, -0.042], [-0.052, 0.016, -0.067], [-0.102, -0.059, 0.070], [-0.194, 0.118, -0.134], [0.049, -0.085, 0.219], [-0.087, 0.147, 0.159], [-0.031, -0.118, -0.063], [0.086, -0.023, -0.121], [0.030, -0.059, 0.041], [-0.024, 0.003, 0.012], [0.021, -0.107, 0.120], [-0.053, -0.014, 0.068], [-0.175, -0.061, -0.095], [-0.050, -0.068, 0.109], [0.070, -0.008, -0.056], [-0.051, -0.011, -0.030], [-0.046, 0.188, 0.229], [0.074, 0.107, -0.048], [-0.084, -0.151, -0.067], [-0.030, 0.031, 0.082], [0.051, 0.052, -0.003], [0.032, -0.045, -0.006], [-0.123, 0.086, 0.064], [0.032, 0.137, -0.042], [0.027, -0.029, 0.047], [0.084, -0.010, -0.043], [0.049, 0.134, 0.112], [-0.086, 0.129, -0.066], [0.049, 0.059, 0.033], [0.059, 0.121, -0.033], [0.004, 0.048, -0.064], [-0.003, -0.100, 0.131], [-0.050, -0.056, 0.006], [0.178, 0.020, -0.096]], "spin_multiplicity": 1, "charge": 4}


{"formula": "C5H7NO", "method": "ωB97M-V with the def2-TZVPD basis set", "species": ["O", "N", "C", "C", "C", "C", "C", "H", "H", "H", "H", "H", "H", "H"], "coordinates": [[0.67174, -1.69853, -0.51844], [-0.34382, 1.69949, -0.79054], [0.22368, 0.49804, -0.46053], [1.44337, 0.26694, 0.23511], [-1.38394, -0.56195, 0.43527], [1.66854, -1.06847, 0.09362], [-0.35239, -0.72125, -0.84740], [-1.41634, -1.59968, 0.68927], [-1.21128, 1.62494, -1.30611], [-0.38515, 2.41467, -0.08372], [2.07437, 1.00249, 0.69027], [-1.18293, -0.00723, 1.39987], [-2.33463, -0.17774, 0.07655], [2.52877, -1.67173, 0.38678]], "forces_ev_per_a": [[-0.370, 0.192, 0.493], [-0.124, -0.011, 0.247], [0.821, 0.608, -0.661], [0.321, 0.037, -0.448], [-0.508, -0.778, -0.282], [-0.071, 0.158, 0.100], [-0.212, 0.825, 1.304], [-0.799, -0.644, 0.454], [0.133, -0.133, 0.002], [0.247, 0.096, 0.086], [0.275, 0.071, 0.078], [0.658, -0.265, -1.163], [-0.092, -0.370, -0.064], [-0.279, 0.213, -0.145]], "smiles": "Cc1occc1N", "spin_multiplicity": 1}


For each record above, in turn, the calculated energy relative to the best compared isomer or geometry (same formula, charge and spin) values are 43.0, 76.2 kcal/mol.
For each record above, in turn, the calculated Kohn-Sham gap values are 0.1931, 0.3286 Ha.
For each record above, in turn, the calculated F_max values are 2.69, 1.56 eV/A.